No. 1
Formula: C4H9NO2
Source: the Open Molecules 2025 dataset
Level of theory: wB97M-V/def2-TZVPD

Atoms and positions in Å:
N (-1.70, 1.11, 0.04)
C (-0.46, 1.32, -0.53)
O (0.11, 2.39, -0.44)
C (0.21, 0.12, -1.17)
C (1.22, -0.53, -0.21)
C (0.60, -1.30, 0.95)
O (0.04, -0.47, 1.95)
H (-2.32, 0.42, -0.35)
H (-2.15, 1.97, 0.35)
H (-0.52, -0.63, -1.51)
H (0.74, 0.49, -2.05)
H (1.86, -1.22, -0.79)
H (1.88, 0.25, 0.19)
H (-0.15, -2.02, 0.56)
H (1.37, -1.89, 1.45)
H (-0.72, 0.00, 1.57)

Its SMILES is NC(=O)CCCO. The net charge is 0. The value obtained for the relative energy (zero: lowest compared OMol25 entry of this formula, charge and spin) is 57.4 kJ/mol. As for the LUMO energy: 0.025 Eh.

No. 2
Formula: C8H12N4O
Source: the Open Molecules 2025 dataset
Level of theory: wB97M-V/def2-TZVPD

Atoms and positions in Å:
C (3.82, 0.33, -0.18)
C (2.31, 0.37, -0.15)
C (1.46, 1.52, -0.11)
C (0.20, 1.03, 0.17)
N (0.32, -0.34, 0.31)
N (1.57, -0.75, 0.05)
C (-0.77, -1.23, 0.54)
C (-1.34, -1.36, 1.96)
N (-2.00, -0.53, -0.42)
C (-1.64, -0.70, -1.91)
N (-2.11, 0.86, -0.01)
C (-1.09, 1.78, 0.19)
O (-1.40, 2.95, 0.45)
H (4.08, 0.65, 0.81)
H (3.97, -0.70, -0.33)
H (4.15, 0.98, -0.92)
H (1.67, 2.52, -0.13)
H (-0.51, -2.23, 0.13)
H (-2.41, -1.34, 1.78)
H (-1.06, -0.58, 2.53)
H (-1.15, -2.22, 2.54)
H (-2.08, 0.15, -2.37)
H (-0.70, -0.89, -2.39)
H (-2.23, -1.51, -2.35)
H (-3.08, 1.25, -0.17)

Its SMILES is Cc1cc2n(n1)[C@@H](C)N(C)NC2=O. The net charge is 0. The value obtained for the relative energy (zero: lowest compared OMol25 entry of this formula, charge and spin) is 200.1 kJ/mol. As for the LUMO energy: 0.024 Eh.

- The highest relative energy (zero: lowest compared OMol25 entry of this formula, charge and spin) belongs to which entry?
  C8H12N4O

- relative energy (zero: lowest compared OMol25 entry of this formula, charge and spin) of number 1 (C4H9NO2)?
  57.4 kJ/mol